w) Computed, not measured: a molecular structure, C5H9NO, with wB97M-V/def2-TZVPD.

```
16
C5H9NO, DFT wB97M-V/def2-TZVPD
C 1.7206 -0.8580 -0.2057
C 0.5978 -0.4001 0.6722
N 0.7609 1.0143 1.2048
C -0.4739 1.2193 0.6179
O -1.4533 2.1061 0.8786
C -0.6529 0.0572 -0.0282
C -1.3057 -0.3410 -1.3123
H 1.8808 -0.1192 -0.9969
H 1.4635 -1.8173 -0.6672
H 2.6402 -0.9736 0.3669
H 0.4020 -1.0772 1.5171
H 0.8561 1.1843 2.2026
H -2.0355 1.3341 0.7698
H -0.5500 -0.3707 -2.1108
H -2.0773 0.3706 -1.6370
H -1.7733 -1.3288 -1.2718
```

The value obtained for the molar mass is 99.13 g/mol. The LUMO energy comes out at 0.844 eV. Its spin multiplicity is 1. The value obtained for the highest occupied orbital energy is -7.90 eV. The calculation puts the frontier orbital gap at 8.740 eV.

Here are the natural (NBO) charges for atoms 1 to 8, given in e: -0.6210, -0.0252, -0.6016, 0.4644, -0.6619, -0.2652, -0.6365, 0.2155

---

x) Computed, not measured: C5H9NO in the gas phase, with wB97M-V/def2-TZVPD.

```
16
C5H9NO, DFT wB97M-V/def2-TZVPD
C 0.8827 1.1567 0.6025
C 0.3929 -0.1203 -0.0285
C 1.3884 -0.9089 -0.8219
C -0.6232 -0.8781 0.6771
O -2.7166 0.4595 0.5715
C -2.0747 0.5945 -0.4472
N -0.9187 -0.1166 -0.6622
H 1.3061 1.8085 -0.1663
H 1.6619 0.9147 1.3314
H 0.0775 1.6933 1.1162
H 2.2058 -1.2153 -0.1626
H 0.9077 -1.8011 -1.2346
H 1.7688 -0.2987 -1.6407
H -0.8127 -1.9288 0.5081
H -0.9582 -0.5142 1.6574
H -2.4875 1.1549 -1.3001
```

The value obtained for the molar mass is 99.13 g/mol. The LUMO energy comes out at 0.930 eV. The SMILES is CC1(C)CN1C=O. Its spin multiplicity is 1. The value obtained for the highest occupied orbital energy is -9.58 eV. The calculation puts the frontier orbital gap at 10.508 eV.

Here are the natural (NBO) charges for atoms 1 to 8, given in e: -0.6186, 0.1147, -0.5979, -0.2413, -0.5831, 0.5199, -0.4863, 0.2163

---

y) Computed, not measured: C5H9NO in the gas phase, with wB97M-V/def2-TZVPD.

```
16
C5H9NO, DFT wB97M-V/def2-TZVPD
C 1.8981 0.6414 -0.1970
C 0.7533 -0.2170 -0.7453
C 0.0681 -1.1512 0.2636
C -1.1396 -0.2733 0.8932
O -2.4177 0.5173 0.1019
C -0.3754 0.6211 -1.1392
N -1.2412 1.2482 -1.5753
H 2.7873 0.0288 -0.0183
H 1.6155 1.1267 0.7431
H 2.1581 1.4269 -0.9142
H 1.0886 -0.7172 -1.6631
H -0.2787 -2.0658 -0.2280
H 0.7830 -1.5092 1.0516
H -0.6312 0.5008 1.4786
H -1.7566 -0.9200 1.4676
H -3.3117 0.7424 0.4810
```

The value obtained for the molar mass is 99.13 g/mol. The LUMO energy comes out at 0.788 eV. The SMILES is C[C@H](C#N)CCO. Its spin multiplicity is 1. The value obtained for the highest occupied orbital energy is -9.40 eV. The calculation puts the frontier orbital gap at 10.189 eV.

Here are the natural (NBO) charges for atoms 1 to 8, given in e: -0.5905, -0.3226, -0.4049, -0.0729, -0.8049, 0.2326, -0.2571, 0.2133

---

What should be chosen as the most stable of them? Choose x).

---

w) Computed, not measured: C5H9NO in the gas phase, with wB97M-V/def2-TZVPD.

```
16
C5H9NO, DFT wB97M-V/def2-TZVPD
C 2.0223 -0.3318 0.7082
C 0.9554 0.7403 0.7167
N 0.8593 1.6851 -0.4294
C -0.0764 0.6611 -0.3051
C -0.9020 -0.0985 -1.0042
C -1.8610 -0.9974 -0.2894
O -2.9537 -0.1242 -0.0451
H 1.7614 -1.1401 1.3990
H 2.9894 0.0786 1.0182
H 2.1290 -0.7705 -0.2914
H 0.7754 1.2161 1.6766
H 1.5292 1.5034 -1.1710
H -2.4296 0.6372 0.2721
H -1.1510 0.1526 -2.0329
H -2.1909 -1.8486 -0.8903
H -1.4570 -1.3633 0.6679
```

The value obtained for the molar mass is 99.13 g/mol. The LUMO energy comes out at 0.962 eV. The SMILES is C[C@H]1N/C1=C/CO. Its spin multiplicity is 1. The value obtained for the highest occupied orbital energy is -8.97 eV. The calculation puts the frontier orbital gap at 9.935 eV.

Here are the natural (NBO) charges for atoms 1 to 8, given in e: -0.6283, -0.0920, -0.5752, 0.1333, -0.2910, -0.0945, -0.7036, 0.2233

---

x) Computed, not measured: C5H9NO in the gas phase, with wB97M-V/def2-TZVPD.

```
16
C5H9NO, DFT wB97M-V/def2-TZVPD
C 1.1042 0.2025 -1.7899
N 0.8609 -0.4927 -0.5734
C 1.1958 -0.5597 0.7620
C -0.2423 -1.0637 0.0342
C -1.4411 -0.3685 0.5998
O -2.4724 -0.9905 0.7659
C -1.3159 1.0763 1.0308
H 2.1811 0.1643 -1.9935
H 0.7546 1.2452 -1.7745
H 0.5633 -0.3820 -2.5410
H 1.7362 -1.4383 1.1258
H 1.5053 0.3932 1.2799
H -0.5410 -2.0620 -0.3733
H -2.3037 1.5275 0.9507
H -0.9927 1.1248 2.0768
H -0.5923 1.6237 0.4196
```

The value obtained for the molar mass is 99.13 g/mol. The LUMO energy comes out at 0.825 eV. The SMILES is CC(=O)[C@@H]1CN1C. Its spin multiplicity is 1. The value obtained for the highest occupied orbital energy is -8.61 eV. The calculation puts the frontier orbital gap at 9.430 eV.

Here are the natural (NBO) charges for atoms 1 to 8, given in e: -0.3911, -0.4493, -0.1705, -0.1188, 0.5463, -0.5520, -0.7242, 0.2077

---

y) Computed, not measured: a molecular structure, C5H9NO, with wB97M-V/def2-TZVPD.

```
16
C5H9NO, DFT wB97M-V/def2-TZVPD
C -1.1318 -0.2006 1.2221
C -0.3293 0.0497 0.0970
C 0.1903 -1.0782 -0.6600
C -0.3775 1.3406 -0.7006
O 1.0641 1.4960 -0.7298
C 1.3094 0.4137 0.0632
N 2.3150 0.0815 0.7255
H -0.8843 -1.0516 1.8528
H -1.6027 0.6344 1.7363
H -1.8840 -1.3761 0.1299
H 0.6703 -1.8907 -0.1242
H -1.4436 -1.7716 -0.4903
H 0.4338 -0.9785 -1.7154
H -0.8372 2.1682 -0.1555
H -0.7779 1.2689 -1.7159
H 3.0538 0.7820 0.6528
```

The value obtained for the molar mass is 99.13 g/mol. The LUMO energy (alpha / beta) comes out at 0.243 / 0.243 eV. Its spin multiplicity is 1. The value obtained for the highest occupied orbital energy (alpha / beta) is -8.12 / -8.12 eV. The calculation puts the frontier orbital gap (alpha / beta) at 8.361 / 8.362 eV.

Here are the natural (NBO) charges for atoms 1 to 8, given in e: -0.4855, -0.2048, -0.3731, -0.0583, -0.5048, 0.6338, -0.6927, 0.2175

---

z) Computed, not measured: C5H9NO in the gas phase, with wB97M-V/def2-TZVPD.

```
16
C5H9NO, DFT wB97M-V/def2-TZVPD
C 1.3042 -1.8917 0.9441
C 0.6091 -0.9765 -0.0069
N -0.7045 -0.8864 -0.1051
C -1.4332 0.0844 -0.6980
C -0.9165 1.4407 -0.8902
C -0.0263 2.1421 0.0479
O 0.4694 1.7173 -1.2167
H 1.7569 -1.3548 1.7904
H 2.1158 -2.4347 0.4486
H 0.6489 -2.6493 1.3911
H 1.1469 -0.2805 -0.6366
H -1.2200 -1.6360 0.3522
H -2.4170 -0.1845 -1.0567
H -1.5945 2.0727 -1.4639
H -0.1191 3.2196 0.1847
H 0.3798 1.6175 0.9149
```

The value obtained for the molar mass is 99.13 g/mol. The LUMO energy comes out at 0.935 eV. Its spin multiplicity is 1. The value obtained for the highest occupied orbital energy is -6.43 eV. The calculation puts the frontier orbital gap at 7.367 eV.

Here are the natural (NBO) charges for atoms 1 to 8, given in e: -0.6560, -0.0710, -0.3757, -0.2732, 0.0141, -0.1257, -0.5242, 0.2177

---

What should be chosen as the most stable of them? Choose w).

---

w) Computed, not measured: C3H6N2O in the gas phase, with wB97M-V/def2-TZVPD.

```
12
C3H6N2O, DFT wB97M-V/def2-TZVPD
N -0.9964 0.4250 1.7210
C -0.9880 -0.2545 0.6445
C -0.9188 0.2218 -0.8000
O 0.4052 -0.0853 -1.2385
C 1.2059 -0.2128 -0.1207
N 2.4157 -0.5350 -0.1194
H 0.6806 0.0323 0.8700
H -0.9417 1.4284 1.5146
H -0.8764 -1.3448 0.7281
H -1.6428 -0.3277 -1.4123
H -1.1081 1.2979 -0.8857
H 2.7988 -0.6178 -1.0576
```

The value obtained for the molar mass is 86.09 g/mol. The LUMO energy comes out at 0.671 eV. The SMILES is [H]/N=C\CO/C=N\[H]. Its spin multiplicity is 1. The value obtained for the highest occupied orbital energy is -10.17 eV. The calculation puts the frontier orbital gap at 10.843 eV.

Here are the natural (NBO) charges for atoms 1 to 8, given in e: -0.5960, 0.0998, -0.1368, -0.5002, 0.3458, -0.6613, 0.2016, 0.3275

---

x) Computed, not measured: C3H6N2O in the gas phase, with wB97M-V/def2-TZVPD.

```
12
C3H6N2O, DFT wB97M-V/def2-TZVPD
C 1.6609 -0.3543 -0.0792
N 0.4481 0.1168 0.5621
C -0.7934 -0.1473 0.0361
N -1.2685 -1.2047 -0.4989
C -1.7424 1.0238 0.1022
O -1.4065 2.1066 0.5225
H 1.4899 -1.3463 -0.5042
H 2.4757 -0.4287 0.6488
H 1.9729 0.3210 -0.8901
H 0.5018 1.0714 0.8954
H -0.5871 -1.9657 -0.5019
H -2.7514 0.8073 -0.2928
```

The value obtained for the molar mass is 86.09 g/mol. The LUMO energy comes out at 0.197 eV. The SMILES is [H]/N=C(/C=O)NC. Its spin multiplicity is 1. The value obtained for the highest occupied orbital energy is -9.54 eV. The calculation puts the frontier orbital gap at 9.737 eV.

Here are the natural (NBO) charges for atoms 1 to 8, given in e: -0.4091, -0.6132, 0.3170, -0.6529, 0.3922, -0.5142, 0.1998, 0.2087

---

What should be chosen as the most stable of them? Choose x).